Entry 1:
DFT (ωB97M-V with the def2-TZVPD basis set) results for C6H4O in the gas phase.

Results
- Relative energy (zero: lowest compared OMol25 entry of this formula, charge and spin): 2.6745 eV
- Gap between HOMO and LUMO: 10.04 eV

Atoms and positions in Å:
C 2.92939 -0.94155 0.56283
C 2.13364 -0.04588 0.68519
C 1.05603 0.91780 0.86073
O 0.89211 1.55565 1.87856
C 0.10208 0.95625 -0.23619
C -0.92775 0.48183 -0.66006
C -2.21100 -0.16382 -0.87770
H 3.67188 -1.69903 0.44329
H -2.77471 0.13019 -1.76734
H -2.80999 0.05354 0.00851
H -2.06168 -1.24500 -0.89783

Okay, here come the Löwdin numbers, in e, for every atom: atom 1 (C): 0.15, atom 2 (C): -0.03, atom 3 (C): -0.46, atom 4 (O): 0.11, atom 5 (C): 0.05, atom 6 (C): -0.04, atom 7 (C): -0.08, atom 8 (H): 0.04, atom 9 (H): 0.08, atom 10 (H): 0.09, atom 11 (H): 0.09

Entry 2:
DFT (ωB97M-V with the def2-TZVPD basis set) results for a molecular structure, C6H4O.

Results
- Relative energy (zero: lowest compared OMol25 entry of this formula, charge and spin): 3.5262 eV
- Gap between HOMO and LUMO: 9.43 eV

Atoms and positions in Å:
C 2.92270 0.05700 -0.03281
C 1.82661 0.16314 0.57784
C 0.43906 0.09729 0.84026
C -0.47788 1.01090 0.37733
C -1.47610 0.27587 -0.30353
C -1.12293 -1.03812 -0.17258
O -0.01199 -1.17552 0.54676
H 2.05926 -0.19009 -0.78725
H -0.36478 2.08579 0.43632
H -2.27600 0.67253 -0.90857
H -1.51795 -1.95881 -0.57376

Okay, here come the Löwdin numbers, in e, for every atom: atom 1 (C): 0.02, atom 2 (C): -0.08, atom 3 (C): -0.29, atom 4 (C): 0.00, atom 5 (C): -0.04, atom 6 (C): -0.09, atom 7 (O): 0.03, atom 8 (H): 0.08, atom 9 (H): 0.13, atom 10 (H): 0.11, atom 11 (H): 0.13

Entry 3:
DFT (ωB97M-V with the def2-TZVPD basis set) results for C6H4O in the gas phase.

Results
- Relative energy (zero: lowest compared OMol25 entry of this formula, charge and spin): 5.2154 eV
- Gap between HOMO and LUMO: 8.86 eV

Atoms and positions in Å:
C -2.04708 0.91612 2.35811
C -1.00234 0.45106 1.97320
C 0.14949 -0.09586 1.48774
C 0.98306 -0.63862 0.76366
C 0.53942 -0.37447 -0.63487
C 1.22184 -0.31493 -1.91183
O 0.37885 -1.41134 -1.56260
H -2.95592 1.30142 2.75747
H -0.30736 0.31217 -0.58556
H 2.26963 -0.54664 -2.04526
H 0.77040 0.40109 -2.60007

Okay, here come the Löwdin numbers, in e, for every atom: atom 1 (C): 0.17, atom 2 (C): -0.12, atom 3 (C): -0.05, atom 4 (C): 0.09, atom 5 (C): -0.38, atom 6 (C): -0.10, atom 7 (O): -0.02, atom 8 (H): 0.04, atom 9 (H): 0.13, atom 10 (H): 0.11, atom 11 (H): 0.11

no.,F_max (eV/Å)
1,0.88
2,0.75
3,1.09